Entry 1:
The following is a quantum chemistry calculation of a cluster of 3 separate species, C3H8NO5 in total, from OMol25.

The value obtained for the LUMO energy is 3.6825 eV. As for the max |F|: 1.75 eV Å⁻¹. The value obtained for the energy above the lowest of the compared OMol25 structures with the same formula, charge and spin is 13.8 kcal/mol. The HOMO-LUMO gap comes out at 8.96 eV.

```
! RIJCOSX wB97M-V def2-TZVPD def2/J DEFGRID3
* xyz -1 1
C 0.44854 -2.16230 0.80205
N -0.13943 -1.44948 -0.15371
C -0.76497 -0.18112 0.02439
C -1.04182 0.50989 -1.36302
O -1.07018 1.75543 -1.27668
O -1.13358 -0.27031 -2.33807
O 0.59005 -1.84165 1.97397
H 0.79682 -3.13278 0.40273
H -0.07340 -1.75424 -1.10875
H -1.65171 -0.15444 0.64533
H -0.09327 0.53551 0.47048
H 1.15557 0.01765 2.23698
H 1.48779 1.19209 1.32010
O 1.50946 0.92078 2.25170
H 1.72121 2.11576 -1.39569
H 0.46455 1.90225 -0.56124
O 1.39526 1.60953 -0.64672
*
```

Results of the Mulliken charge analysis, in e, for atoms 1 through 8:
1 C 0.041
2 N 0.019
3 C 0.175
4 C 0.611
5 O -0.794
6 O -0.768
7 O -0.661
8 H 0.344

Entry 2:
The following is a quantum chemistry calculation of an isolated molecule of C4H4N2S, from OMol25.

The value obtained for the LUMO energy is -1.4641 eV. As for the max |F|: 8.16 eV Å⁻¹. The value obtained for the energy above the lowest of the compared OMol25 structures with the same formula, charge and spin is 74.8 kcal/mol. The HOMO-LUMO gap comes out at 7.17 eV. Its structure (SMILES) is NC1=CC(=S)C=N1.

```
! RIJCOSX wB97M-V def2-TZVPD def2/J DEFGRID3
* xyz 0 1
C -0.43981 0.30227 -0.57654
C 0.90607 -0.12278 -0.48390
C 1.05241 -0.55174 0.92396
C -0.20344 -0.46421 1.50179
H -0.68296 0.90951 -2.43264
H -1.97605 1.58507 -1.19380
H 1.64664 -0.42190 -1.28751
H -0.28433 -0.61201 2.56731
N -1.30602 0.64988 -1.53811
N -0.97615 0.20605 0.87409
S 2.26364 -1.48013 1.64534
*
```

Results of the Mulliken charge analysis, in e, for atoms 1 through 8:
1 C 0.258
2 C -0.462
3 C 0.245
4 C -0.282
5 H 0.336
6 H 0.363
7 H 0.311
8 H 0.367

Entry 3:
The following is a quantum chemistry calculation of a cluster of 5 separate species, C16H45N3O7 in total, from OMol25.

The value obtained for the LUMO energy is 0.6760 eV. As for the max |F|: 3.38 eV Å⁻¹. The value obtained for the energy above the lowest of the compared OMol25 structures with the same formula, charge and spin is 70.6 kcal/mol. The HOMO-LUMO gap comes out at 9.60 eV. Its structure (SMILES) is COC[C@H](C)N.COC[C@H](C)N.COC[C@H](C)N.OCCO.OCCO.

```
! RIJCOSX wB97M-V def2-TZVPD def2/J DEFGRID3
* xyz 0 1
C 33.78245 2.91975 -0.55231
C 32.27823 3.07707 -1.03977
C 31.89965 4.55605 -0.80221
O 30.60675 4.69357 -1.30369
C 30.10802 6.00389 -1.46749
N 32.13666 2.68913 -2.41130
H 34.13710 1.90822 -0.75016
H 33.77003 3.08942 0.52433
H 34.50669 3.43863 -1.18026
H 31.55096 2.48708 -0.48201
H 32.56224 5.27606 -1.28246
H 31.77520 4.76566 0.26019
H 29.92727 6.46694 -0.49744
H 29.20491 5.93780 -2.07424
H 30.92082 6.56500 -1.92861
H 32.68130 3.32048 -2.98126
H 31.15408 2.87783 -2.54927
C 35.35506 -0.16675 -6.29267
C 36.47217 -0.79421 -7.12438
C 36.65331 -0.13587 -8.55105
O 35.34307 0.06870 -9.18492
C 35.57902 0.25467 -10.61157
N 37.55670 -0.77030 -6.20147
H 35.47919 0.84685 -5.91145
H 35.07772 -0.82477 -5.46916
H 34.54818 -0.07830 -7.02016
H 36.09854 -1.77433 -7.42083
H 37.39081 -0.60319 -9.20359
H 36.96939 0.88862 -8.35449
H 35.76563 -0.68140 -11.13794
H 36.51625 0.71588 -10.92296
H 34.75263 0.84020 -11.01450
H 37.30917 -1.07935 -5.27232
H 38.33500 -1.33858 -6.50379
C 29.40863 2.72512 2.65168
C 28.63261 1.46064 2.60006
C 29.33168 0.29585 1.82310
O 29.70741 0.68324 0.48263
C 28.68039 0.21998 -0.53176
N 28.15195 1.02392 3.86282
H 29.67659 3.06697 1.65197
H 30.28398 2.37888 3.20120
H 28.84380 3.48535 3.19125
H 27.86046 1.50183 1.83182
H 28.69931 -0.59100 1.86437
H 30.29412 0.13153 2.30768
H 28.74021 -0.85418 -0.35659
H 28.88193 0.45455 -1.57697
H 27.68533 0.64153 -0.38936
H 28.00271 1.82737 4.45635
H 28.68020 0.39437 4.44995
C 35.97618 -5.18507 -3.84976
C 35.41138 -6.48438 -4.65956
O 35.54891 -6.21852 -6.10882
O 35.47234 -4.03094 -4.37053
H 37.06343 -5.11114 -3.82690
H 35.61413 -5.14402 -2.82247
H 34.34874 -6.57122 -4.43296
H 35.84791 -7.44088 -4.37206
H 35.30359 -5.29204 -6.05360
H 35.02258 -3.49125 -3.71628
C 32.63537 -2.09225 -3.05885
C 31.73439 -0.83841 -2.61273
O 31.62161 -0.80719 -1.22561
O 33.75100 -2.10638 -2.26988
H 32.93708 -2.03425 -4.10465
H 32.10123 -3.01533 -2.83359
H 30.79240 -0.91990 -3.15504
H 32.25645 0.05116 -2.96515
H 31.17010 0.00719 -0.99211
H 33.39918 -1.72922 -1.46022
*
```

Results of the Mulliken charge analysis, in e, for atoms 1 through 8:
1 C -1.523
2 C 1.028
3 C -0.927
4 O -0.260
5 C -0.775
6 N -0.558
7 H 0.352
8 H 0.380

Entry 4:
The following is a quantum chemistry calculation of an isolated molecule of C3H9N3O, from OMol25.

The value obtained for the LUMO energy is 0.8599 eV. As for the max |F|: 8.06 eV Å⁻¹. The value obtained for the energy above the lowest of the compared OMol25 structures with the same formula, charge and spin is 146.0 kcal/mol. The HOMO-LUMO gap comes out at 7.74 eV. Its structure (SMILES) is CN(O)C1(C)NN1.

```
! RIJCOSX wB97M-V def2-TZVPD def2/J DEFGRID3
* xyz 0 1
C 0.00152 1.85916 -0.65289
C 0.28357 -1.70172 0.96545
N -0.53762 -0.98450 -1.25865
N -1.48424 -0.66619 -0.43107
C -0.15229 -0.59740 0.04929
O 1.41421 1.03548 1.15310
N 0.42349 0.72814 0.19385
H 1.62780 0.22469 1.64748
H -0.35175 -0.48378 -2.12381
H -2.12302 0.11071 -0.57945
H 0.16535 1.61502 -1.70499
H 0.59458 2.74348 -0.40130
H -1.05304 2.07790 -0.46808
H 1.35471 -1.89311 0.84881
H 0.08533 -1.43205 2.00743
H -0.24860 -2.63583 0.75484
*
```

Results of the Mulliken charge analysis, in e, for atoms 1 through 8:
1 C -0.935
2 C -1.664
3 N -0.512
4 N -0.521
5 C 1.109
6 O -0.485
7 N 0.178
8 H 0.330

Entry 5:
The following is a quantum chemistry calculation of an isolated molecule of C7H10O2, from OMol25.

The value obtained for the LUMO energy is 0.8670 eV. As for the max |F|: 5.39 eV Å⁻¹. The value obtained for the energy above the lowest of the compared OMol25 structures with the same formula, charge and spin is 96.2 kcal/mol. The HOMO-LUMO gap comes out at 10.05 eV. Its structure (SMILES) is O[C@H]1C=CC[C@H]2O[C@H]2C1.

```
! RIJCOSX wB97M-V def2-TZVPD def2/J DEFGRID3
* xyz 0 1
C -1.72008 0.06220 -0.30049
C -1.37529 1.32795 -0.15331
C 0.02035 1.63550 0.52114
C 1.32009 0.91503 -0.03272
C 1.50302 -0.42293 -0.56656
C 0.38635 -1.33071 -0.70515
C -0.98575 -1.18653 0.22882
H 0.23829 -0.74261 1.58650
H -2.61725 -0.17094 -1.03741
H -1.97231 2.21397 -0.29515
H -0.12126 0.94779 1.45350
H 0.06843 2.74636 1.13865
H 2.09325 1.60147 -0.37689
H 2.27871 -0.66261 -1.40958
H 0.75871 -2.31117 -0.67374
H 0.13465 -1.23722 -1.76301
H -1.53319 -2.07311 0.02598
O 1.99267 -0.01862 0.76561
O -0.46940 -1.29383 1.59379
*
```

Results of the Mulliken charge analysis, in e, for atoms 1 through 8:
1 C -0.306
2 C -0.421
3 C -0.517
4 C -0.290
5 C 0.027
6 C -0.738
7 C -0.232
8 H 0.325

Entry 6:
The following is a quantum chemistry calculation of a structure of composition C40H36FeN3O, from OMol25.

The value obtained for the LUMO energy (spin up / spin down) is 2.4518 / 1.8528 eV. As for the max |F|: 2.77 eV Å⁻¹. The value obtained for the energy above the lowest of the compared OMol25 structures with the same formula, charge and spin is 0.0 kcal/mol. The HOMO-LUMO gap (spin up / spin down) comes out at 3.30 / 6.42 eV. The expectation value of S² is 6.1087.

```
! RIJCOSX wB97M-V def2-TZVPD def2/J DEFGRID3
* xyz -1 5
C -0.48309 2.01802 3.10225
O 0.40531 1.43533 2.07785
C -0.11990 0.85235 0.94963
C -1.14324 -0.19635 1.19311
C -2.07143 -0.61014 0.20558
C -3.01783 -1.59694 0.51911
C -3.07994 -2.17059 1.79067
C -2.13281 -1.80286 2.74654
C -1.15362 -0.85731 2.44824
C 0.02853 1.63553 -0.25382
N 0.16156 1.15935 -1.52224
C 0.78093 0.00075 -2.02683
C 0.25297 -0.55152 -3.19642
C 0.85276 -1.70117 -3.71902
C 2.03718 -2.19317 -3.13689
C 2.62256 -1.53704 -2.04866
C 2.00652 -0.41700 -1.50883
N -0.23463 2.05157 -2.47590
C -0.49036 3.16134 -1.82887
C -0.95194 4.34531 -2.53708
C -0.87614 5.64546 -1.99671
C -1.37012 6.73702 -2.71194
C -1.87506 6.57036 -4.01119
C -1.92166 5.28700 -4.58372
C -1.43620 4.18802 -3.86737
N -0.26891 3.00721 -0.44129
C -0.96967 3.83228 0.48493
C -0.27610 4.59184 1.42543
C -0.98408 5.48991 2.23301
C -2.36149 5.63254 2.08620
C -3.04270 4.90623 1.10648
C -2.35277 3.96085 0.33320
H -0.00822 2.98714 3.33047
H -1.51491 2.16300 2.73466
H -0.48976 1.37165 3.98985
H -1.98887 -0.16401 -0.79512
H -3.70153 -1.94031 -0.25279
H -3.86885 -2.88921 2.04349
H -2.12957 -2.27718 3.72827
H -0.34326 -0.65453 3.15931
H -0.62270 -0.09653 -3.67023
H 0.41129 -2.19242 -4.58484
H 2.55637 -3.04248 -3.58756
H 3.56980 -1.87831 -1.61663
H 2.39432 0.14453 -0.65884
H -0.41935 5.80141 -1.01631
H -1.32214 7.73588 -2.27024
H -2.20965 7.44397 -4.58416
H -2.30820 5.15965 -5.60540
H -1.39610 3.18880 -4.31378
H 0.79999 4.45452 1.53604
H -0.46904 6.07089 2.99228
H -2.92950 6.31068 2.73232
H -4.10826 5.04792 0.92521
H -2.87084 3.35970 -0.42558
C 2.61725 -0.89449 1.54369
C 1.40475 -1.61896 1.12194
C 1.24260 -2.98173 1.44881
C 0.09183 -3.80591 1.05364
C -0.00230 -4.93116 1.92397
C 1.19724 -4.96461 2.75057
C 1.98944 -3.79348 2.42033
Fe 1.66280 -4.93595 0.85496
C 3.18842 -5.03738 -0.39789
C 1.93672 -5.25317 -1.11028
C 1.26431 -6.38013 -0.49329
C 2.09123 -6.87090 0.58563
C 3.27556 -6.03761 0.66442
H 3.31932 -0.73260 0.71258
H 2.40712 0.09403 1.99374
H 3.18245 -1.50685 2.26338
H 0.72681 -1.22704 0.36715
H -0.62292 -3.42417 0.33141
H -0.86140 -5.59379 1.99700
H 1.43489 -5.68127 3.53754
H 2.87920 -3.42600 2.90930
H 3.98146 -4.35046 -0.68769
H 1.62322 -4.75832 -2.02299
H 0.36345 -6.86768 -0.86804
H 1.91385 -7.78423 1.15356
H 4.12706 -6.21508 1.32064
*
```

Results of the Mulliken charge analysis, in e, for atoms 1 through 8:
1 C -0.915
2 O -0.558
3 C 1.123
4 C 1.187
5 C -0.202
6 C -0.952
7 C -0.604
8 C -0.912

Entry 7:
The following is a quantum chemistry calculation of an isolated molecule of C3H13N5, from OMol25.

The value obtained for the LUMO energy is 0.9566 eV. As for the max |F|: 4.59 eV Å⁻¹. The value obtained for the energy above the lowest of the compared OMol25 structures with the same formula, charge and spin is 96.2 kcal/mol. The HOMO-LUMO gap comes out at 9.29 eV. Its structure (SMILES) is CNN(N)[C@H](C)NN.

```
! RIJCOSX wB97M-V def2-TZVPD def2/J DEFGRID3
* xyz 0 1
C -0.17124 0.61841 -0.50480
C 1.95035 -0.69357 1.47474
C -0.42136 1.68211 0.54364
N -0.13127 -0.74843 -0.13432
N -1.39734 0.69883 -1.60002
N 1.47374 -0.92373 0.12439
N -0.92671 -1.16445 0.92229
N -1.18171 -0.03301 -2.77410
H -2.22849 0.30678 -1.16095
H 1.58941 -1.90859 -0.10710
H 0.68552 0.85004 -1.13799
H -1.69339 -1.75188 0.62424
H -1.01882 -0.51484 1.70003
H -0.50097 0.45879 -3.34477
H -0.82564 -0.97250 -2.58460
H 1.32894 -1.16555 2.25364
H 1.99153 0.38027 1.66763
H 2.95627 -1.10793 1.57793
H -0.90459 2.55149 0.10362
H 0.50787 2.02879 0.99135
H -1.08207 1.40899 1.36511
*
```

Results of the Mulliken charge analysis, in e, for atoms 1 through 8:
1 C 0.384
2 C -0.753
3 C -1.425
4 N 0.065
5 N -0.434
6 N -0.458
7 N -0.502
8 N -0.559

Entry 8:
The following is a quantum chemistry calculation of a cluster of 2 separate species, CH3N2PS in total, from OMol25.

The value obtained for the LUMO energy (spin up / spin down) is -2.5562 / -2.5552 eV. As for the max |F|: 2.96 eV Å⁻¹. The value obtained for the energy above the lowest of the compared OMol25 structures with the same formula, charge and spin is 83.6 kcal/mol. The HOMO-LUMO gap (spin up / spin down) comes out at 5.92 / 5.92 eV.

```
! RIJCOSX wB97M-V def2-TZVPD def2/J DEFGRID3
* xyz 0 1
C -2.82700 -0.20504 -0.15343
N -3.73111 -0.39093 0.55257
N 1.33594 -1.02344 0.18311
P 0.49338 0.04285 -0.82135
S 0.94089 1.93086 0.09613
H 2.01095 -0.84280 1.02762
H 1.49700 -2.04059 -0.06438
H 0.27996 2.52908 -0.82028
*
```

Want to see where the charge sits? The Mulliken charges in e are:
1 C -0.297
2 N -0.438
3 N -0.427
4 P 0.533
5 S -0.156
6 H 0.287
7 H 0.288
8 H 0.211